Here is 9 unconnected molecules or ions with the total composition C26H70ClNO12P2 in a non-equilibrium geometry from the OMol25 dataset. Energies are from wB97M-V/def2-TZVPD.

Output
- highest occupied orbital energy (Ha) = -0.0484
- total charge = -2
- gap between HOMO and LUMO (eV) = 2.890

```
112
C26H70ClNO12P2 (wB97M-V/def2-TZVPD)
C 9.533 1.592 2.092
C 9.499 0.394 3.139
C 8.119 -0.334 3.168
C 7.892 -1.331 1.979
C 7.104 -0.619 0.810
C 7.174 -1.436 -0.540
C 5.761 -1.718 -1.157
C 5.162 -0.462 -1.876
C 3.784 -0.771 -2.584
C 2.663 0.195 -2.057
C 1.724 0.653 -3.260
C 1.618 2.223 -3.388
C 0.137 2.715 -3.147
C 0.053 3.989 -2.215
C -0.403 3.579 -0.752
C -1.852 4.107 -0.430
C -2.426 3.463 0.885
C -3.787 2.699 0.684
C -5.063 3.587 0.917
C -6.082 3.036 1.978
C -7.154 2.015 1.441
C -8.458 2.438 2.288
O -8.313 2.458 3.529
O -9.577 2.713 1.719
C -7.540 2.024 -0.069
O -6.823 0.902 -0.654
P -6.332 -0.290 0.513
P -5.072 -1.045 -1.171
N -5.708 -2.272 -2.006
C -7.860 -1.407 0.145
Cl -9.333 -0.687 1.003
C -7.734 -2.881 0.657
C -7.935 -3.971 -0.486
O -7.022 0.631 1.816
H 8.498 1.888 1.818
H 10.032 2.474 2.549
H 10.121 1.321 1.190
H 10.284 -0.328 2.789
H 9.797 0.833 4.113
H 8.013 -0.860 4.151
H 7.291 0.417 3.148
H 7.216 -2.139 2.341
H 8.828 -1.782 1.589
H 7.576 0.372 0.642
H 6.036 -0.484 1.108
H 7.762 -0.801 -1.250
H 7.720 -2.395 -0.383
H 5.856 -2.588 -1.847
H 5.076 -2.031 -0.333
H 5.007 0.342 -1.125
H 5.927 -0.087 -2.600
H 3.943 -0.557 -3.668
H 3.510 -1.839 -2.527
H 3.080 1.118 -1.605
H 2.019 -0.296 -1.292
H 0.724 0.201 -3.054
H 2.055 0.241 -4.237
H 1.916 2.484 -4.433
H 2.300 2.753 -2.685
H -0.357 2.870 -4.132
H -0.439 1.917 -2.625
H -0.637 4.761 -2.629
H 1.066 4.444 -2.145
H 0.333 4.066 -0.063
H -0.308 2.485 -0.572
H -2.506 3.972 -1.317
H -1.719 5.197 -0.224
H -2.466 4.193 1.728
H -1.684 2.683 1.201
H -3.791 1.877 1.433
H -3.816 2.317 -0.359
H -5.559 3.850 -0.047
H -4.690 4.569 1.320
H -6.656 3.922 2.340
H -5.543 2.658 2.879
H -7.473 2.990 -0.601
H -8.597 1.724 -0.266
H -5.811 -1.253 1.479
H -5.117 0.444 0.843
H -4.873 0.044 -2.075
H -3.777 -1.358 -0.617
H -5.830 -1.988 -2.982
H -8.096 -1.425 -0.936
H -8.549 -3.065 1.392
H -6.769 -3.115 1.152
H -6.926 -4.404 -0.686
H -8.248 -3.488 -1.436
H -8.623 -4.786 -0.172
O 3.690 -3.331 -4.137
H 3.177 -3.929 -3.580
H 3.191 -3.294 -4.961
O -12.700 -1.932 1.336
H -12.757 -1.570 2.227
H -11.771 -1.805 1.097
O -8.967 4.336 -1.097
H -9.657 4.518 -1.743
H -9.446 4.146 -0.270
O -11.513 -2.382 -1.839
H -12.398 -2.533 -1.489
H -11.144 -1.713 -1.248
O 10.230 -3.826 1.783
H 9.755 -4.653 1.628
H 11.157 -4.087 1.768
O 10.197 -6.116 -0.012
H 9.718 -6.940 -0.162
H 11.125 -6.377 -0.030
O 7.383 -4.422 3.613
H 7.352 -4.078 4.513
H 8.304 -4.304 3.350
O 11.922 -1.724 3.389
H 11.431 -2.541 3.233
H 12.847 -1.996 3.375
```